Molecular formula: C16H31F3P2Re
Method: DFT, ωB97M-V with the def2-TZVPD basis set

Geometry (Å):
Re (0.5253, -0.9124, 1.9661)
P (-1.7171, -0.9253, 1.7532)
P (2.2790, 0.5327, 1.5625)
F (0.2771, -2.6982, 4.6167)
F (-1.5431, -2.9853, 3.5049)
F (-1.2207, -1.0960, 4.6199)
C (-0.5519, -1.2722, -3.5258)
C (-2.1287, -2.4338, 0.7976)
C (-0.5624, -2.0337, 3.7899)
C (-3.1712, -0.0731, 2.3092)
C (-0.0554, 2.3236, -2.8708)
C (1.6739, -0.4114, 3.7142)
C (-1.3898, 1.5919, -3.1761)
C (-1.4123, -0.7977, -2.4037)
C (1.3149, 0.2246, -2.5990)
C (-1.7775, 0.4932, -2.2526)
C (3.6612, -0.0034, 0.5956)
C (1.0592, 1.5097, -2.2838)
C (2.1540, 2.3054, 1.8353)
C (0.7136, -0.4352, -3.7955)
C (0.5733, 0.2050, 0.2565)
C (-0.9231, 0.2393, 0.5555)
H (4.5399, 0.2292, 1.2066)
H (-2.8877, 0.9358, 2.6355)
H (0.8166, 1.2424, 0.0158)
H (2.3582, 2.8196, 0.8877)
H (1.9864, -1.4073, 4.0452)
H (-1.8800, -1.5914, -1.8261)
H (-2.5386, 0.7899, -1.5195)
H (-0.2797, 3.1670, -2.1992)
H (2.5901, 0.2272, 3.6654)
H (2.9064, 2.5554, 2.6004)
H (-1.1694, -1.2887, -4.4440)
H (3.6806, 0.5339, -0.3707)
H (0.9594, 0.0464, 4.4103)
H (-0.2496, -2.3185, -3.3564)
H (-1.2451, 1.2793, 0.7437)
H (-1.4039, 1.2526, -4.2182)
H (-2.1830, 2.3495, -3.0917)
H (1.4685, -1.1064, -4.2232)
H (1.7636, 2.0879, -1.6787)
H (-1.2387, -3.0798, 0.7132)
H (0.2966, 2.7815, -3.8096)
H (-1.3878, -0.1163, -0.3610)
H (2.0993, -0.3520, -2.0973)
H (-2.4773, -2.1373, -0.1997)
H (1.1544, 2.5760, 2.2074)
H (-2.9136, -2.9624, 1.3599)
H (-3.6080, -0.6176, 3.1532)
H (0.8663, -0.4643, -0.5568)
H (0.4933, 0.3123, -4.5709)
H (3.5927, -1.0891, 0.4270)
H (-3.8883, -0.0025, 1.4822)

Values from the calculation:
LUMO level (alpha / beta) = -8.02 / -8.88 eV
orbital gap (alpha / beta) = 6.3 / 5.6 eV
F_max = 7.12 eV/A
multiplicity = 4
calculated total energy = -1687.90207 Eh
total charge = +2

Atomic partial charges in e from the natural (NBO) method, atoms 1 to 5: number 1, Re, carries 0.5932; number 2, P, carries 1.2188; number 3, P, carries 1.2815; number 4, F, carries -0.3254; number 5, F, carries -0.3620